No. 1
ORCA calculation (ωB97M-V with the def2-TZVPD basis set) on C36H57Cl3CsN8O2S4SbSi3 as an isolated structure.

Computed properties:
* total charge: -2
* highest occupied orbital energy: -1.694 eV
* E_LUMO: 0.12410 Ha

XYZ file:
```
115
C36H57Cl3CsN8O2S4SbSi3, DFT ωB97M-V with the def2-TZVPD basis set
Si -4.19 2.70 1.73
H -4.82 0.32 3.46
S 5.64 -2.34 0.36
H -4.06 -1.15 4.00
H -4.96 2.68 4.19
H -1.60 -1.78 3.19
Sb -0.71 2.58 1.63
H -2.07 2.84 4.86
H -3.71 3.71 3.95
C 1.26 -8.20 -1.62
H 4.49 -8.06 -0.87
C -1.22 3.38 -2.70
H -1.65 -1.13 4.84
C 4.81 1.52 -5.04
C 1.98 -2.17 3.41
H 1.13 6.65 -1.42
H 0.40 0.50 -3.49
O 3.10 0.63 -3.60
H -3.51 1.56 -4.47
H -0.51 6.10 -1.73
N 3.67 -0.54 2.45
H -0.59 4.56 3.49
H 2.61 -9.54 -0.52
C 2.17 -5.99 -2.19
H -2.11 4.90 2.63
H 2.93 -2.56 3.63
H -6.50 2.59 1.12
H -2.92 4.23 0.23
N 0.96 -1.38 -4.96
H -6.07 1.06 1.71
N 0.21 -0.38 -3.04
H 1.73 5.20 1.61
C 1.24 -3.00 2.30
H -0.43 4.10 -2.88
C -1.20 -1.17 0.03
N 4.52 -5.49 -1.48
Cl 5.97 0.98 -3.86
C 5.70 -5.56 -2.20
H -0.30 -0.58 3.69
H 2.12 4.11 -2.90
C 5.37 -3.71 -0.60
H 2.03 -4.97 -2.59
Cs 2.99 -0.29 -0.57
Cl 5.42 1.31 -6.68
C -1.10 4.53 2.49
H 0.38 -8.77 -1.64
H 2.18 -0.09 3.85
H -1.64 3.33 -4.73
H 1.52 -0.62 -5.29
C -4.11 -0.05 4.14
H -4.00 0.90 -2.27
H -4.48 0.20 5.16
N -1.44 0.01 0.58
C -0.62 3.24 -0.33
N 1.72 -2.94 0.87
C 3.42 0.76 -4.78
H -0.07 6.40 -0.07
H -4.66 4.19 -0.33
C -2.66 0.29 1.02
H 2.34 3.66 1.38
N 4.32 -4.46 -0.59
C -2.14 -2.22 -0.03
H 2.94 3.35 -1.66
C -2.72 1.56 1.92
H 2.99 4.88 0.33
C -1.47 2.88 -1.39
H 1.16 -4.09 2.53
C 1.91 3.46 -1.99
S -0.04 -3.00 -3.06
H 0.29 -2.58 2.18
C -1.36 -0.88 3.80
H -1.89 -3.12 -0.48
C 0.37 6.04 -1.01
C 0.33 -1.52 -3.78
Si 0.87 4.27 -0.65
H -5.67 1.45 0.07
H 1.60 -2.17 4.42
S 6.66 -4.30 -1.62
C 2.46 -8.58 -1.03
C -5.71 1.86 1.09
H 1.47 2.51 -2.40
H 4.28 -0.31 3.24
H -0.48 5.23 1.83
C 2.31 -0.72 2.95
Cl 4.39 3.19 -4.78
C 3.39 -6.40 -1.61
H -4.10 5.18 1.02
C -3.21 1.66 -2.35
H -0.19 -1.33 -0.43
H -2.29 1.51 5.93
C -1.87 2.93 -3.80
C -3.99 4.21 0.59
C -2.88 1.98 -3.65
O 2.86 0.46 -5.84
H -4.73 -0.38 1.12
C 3.51 -7.67 -1.11
C 1.13 -6.88 -2.17
C -3.43 -1.86 0.35
H -0.75 1.64 4.95
H -4.15 -2.65 0.30
C 2.08 4.57 0.82
H 4.04 -1.42 2.02
S 6.10 -6.61 -3.43
H 0.13 -6.60 -2.44
C -1.83 1.76 4.95
H 2.55 -3.47 0.71
H 1.54 -0.36 2.21
H -0.47 -0.32 -2.26
H 1.22 -2.28 -5.40
C -3.71 -0.62 0.83
Si -2.49 0.66 3.62
H -5.24 4.24 3.56
C -4.60 3.38 3.45
H 0.98 -3.31 0.31
N -2.55 1.99 -1.26
```

***

No. 2
ORCA calculation (ωB97M-V with the def2-TZVPD basis set) on C36H58CoFN10O2PS as an isolated structure.

Computed properties:
* multiplicity: 4
* total charge: +2
* highest occupied orbital energy (spin up / spin down): -10.978 / -11.388 eV
* E_LUMO (spin up / spin down): -0.19219 / -0.19243 Ha

XYZ file:
```
110
C36H58CoFN10O2PS, DFT ωB97M-V with the def2-TZVPD basis set
H -1.59 -0.48 6.99
H 2.11 1.20 -4.94
H 2.08 1.01 -1.22
H 1.08 -0.53 3.73
C -0.48 -3.12 0.98
H 4.64 0.56 1.21
C -2.19 1.16 -2.02
H -2.29 -0.48 5.37
H 2.11 5.10 2.56
H 3.56 4.22 3.07
H -0.65 -5.21 1.55
C 1.33 0.49 -5.25
H -0.68 -1.39 -5.05
P -0.45 1.54 3.01
H 3.22 -3.54 0.27
H -1.67 4.40 3.72
C 4.53 -0.26 0.51
C 4.02 -3.17 -4.51
N 1.86 -0.58 -6.03
H -3.58 -0.45 -1.64
H 1.59 2.17 -2.46
H -0.02 -2.82 1.93
C 1.11 2.88 1.22
H -3.73 -3.37 0.67
H -5.09 2.47 2.41
H -1.27 2.26 -0.47
H -2.97 -5.03 2.22
C -3.54 4.00 2.66
H 3.24 2.55 1.33
H -1.16 -2.16 -2.48
H 4.39 0.12 -0.49
C -0.26 -1.05 -4.12
C -3.15 1.69 3.04
N -1.88 2.38 3.14
H 4.19 -2.49 -0.76
H -1.71 -4.74 0.21
N -1.31 -2.02 0.52
N 0.68 -0.06 -4.08
H -3.00 0.72 2.58
H 5.42 -0.89 0.56
C -0.49 -1.41 -2.83
F -3.58 0.92 -5.90
C -1.28 -4.41 1.16
H 3.22 -1.40 -3.58
H -3.04 -1.00 1.05
H -4.08 -2.87 2.34
H 0.46 3.65 0.79
Co -0.15 -0.05 0.01
C -1.72 1.29 -0.68
H 2.92 1.06 -2.79
C -0.90 1.14 5.70
H -3.59 1.55 4.04
H 4.69 -4.86 -5.62
S 3.08 -1.25 1.03
C -3.63 0.13 -3.69
H 2.30 2.44 4.01
C 0.73 -0.18 4.71
H 0.32 -3.29 0.26
C -2.16 1.94 -4.33
H -3.75 4.77 1.91
H -1.70 1.85 5.51
C -1.38 -0.30 5.94
C 2.67 -1.62 -5.66
N -0.02 1.05 4.55
H 1.60 0.01 5.34
C -3.28 -3.06 1.62
O -0.55 0.39 2.05
H -0.31 1.49 6.55
H 1.17 3.77 4.32
C 1.96 1.16 -2.29
H 2.43 -2.50 -0.94
H 0.60 1.01 -5.89
C -3.13 1.00 -4.64
N 1.49 -0.75 -7.32
C 3.25 -2.58 -0.24
H -4.02 4.29 3.59
C 2.75 -2.41 -6.84
C 0.98 0.16 -2.78
N 0.28 -0.65 -2.00
H -1.66 -2.21 -0.41
H -2.43 0.99 0.08
H -2.03 -3.92 3.02
H 3.56 -4.18 -7.74
C 3.49 -3.59 -6.84
H 0.29 -1.68 6.23
H 2.80 4.04 0.48
H -3.84 2.48 1.15
H 4.53 -3.49 -3.62
H -0.95 2.75 -2.78
H -2.01 -1.48 2.39
N 2.01 -1.79 -7.80
C 2.54 3.39 1.31
H -0.58 -1.93 4.72
C -4.03 2.62 2.21
N -2.41 -4.17 2.10
H -1.79 2.60 -5.10
H 0.99 1.96 0.63
O 1.89 -0.46 0.60
C 1.69 3.21 3.54
C -1.69 2.00 -3.04
C 4.11 -3.95 -5.67
C -2.03 3.81 2.87
C 3.30 -1.99 -4.48
H -1.46 4.09 1.99
N 0.73 2.62 2.60
C -3.16 0.21 -2.39
C -0.22 -1.17 5.42
C -2.42 -1.81 1.44
C 2.56 4.11 2.66
H -4.38 -0.59 -3.97
```

***

In the order shown, the computed max |F| values come out to 3.29 2.21 eV/Å.